Record 1
A structure of composition C6H8N. Source: OMol25; level of theory: wB97M-V/def2-TZVPD.

Properties
HOMO-LUMO gap ... 0.3208 hartree
Highest occupied orbital energy ... -14.445 eV
Charge ... +1

Atoms and positions in Å:
C 1.05 -0.53 -0.66
C 0.48 -1.66 -0.94
C -0.41 0.87 -0.27
C 0.93 0.78 -0.14
C 2.01 1.76 0.23
C -1.67 -1.59 0.40
N -0.80 -0.93 -0.66
H -1.28 1.09 0.27
H 1.92 2.79 -0.29
H 3.05 1.51 0.07
H 1.92 1.76 1.34
H -2.47 -0.90 0.62
H -1.98 -2.61 -0.03
H -1.32 -1.80 1.43
H -1.44 -0.54 -1.38

***

Record 2
A structure of composition C38H49BrN4O4RuS3Si. Source: OMol25; level of theory: wB97M-V/def2-TZVPD.

Properties
HOMO-LUMO gap (alpha / beta) ... 0.2758 / 0.1933 hartree
Spin multiplicity ... 6
Highest occupied orbital energy (alpha / beta) ... -10.253 / -10.156 eV
Charge ... +1

Atoms and positions in Å:
Ru -0.10 0.12 0.15
S -1.31 -1.25 -2.39
C -0.59 -2.41 -1.42
N 0.11 -2.07 -0.34
C 0.60 -3.15 0.34
C 1.36 -3.09 1.52
C 1.79 -4.27 2.08
C 1.47 -5.51 1.49
C 0.72 -5.58 0.33
C 0.29 -4.39 -0.25
S -0.66 -4.14 -1.67
H 1.58 -2.12 1.95
H 2.38 -4.27 2.98
H 1.82 -6.42 1.95
H 0.48 -6.53 -0.12
O -2.37 0.31 0.12
C -3.20 -0.18 0.89
C -2.94 -0.90 2.10
C -4.04 -1.45 2.77
C -3.86 -2.13 3.95
C -2.58 -2.26 4.52
C -1.50 -1.71 3.89
C -1.63 -1.03 2.65
O -0.56 -0.54 2.11
N -5.01 -2.72 4.62
O -4.81 -3.29 5.67
O -6.09 -2.57 4.11
H -4.26 -0.06 0.63
H -5.04 -1.35 2.36
H -2.48 -2.79 5.46
H -0.51 -1.80 4.32
S 0.39 4.84 0.58
C 0.24 3.18 0.93
N -0.13 2.41 -0.05
C -0.35 3.14 -1.20
C -0.82 2.64 -2.42
C -0.99 3.52 -3.46
C -0.70 4.88 -3.32
C -0.26 5.40 -2.12
C -0.09 4.51 -1.06
H 0.45 2.79 1.92
H -1.05 1.59 -2.52
H -1.35 3.15 -4.41
H -0.84 5.55 -4.16
H -0.06 6.45 -2.00
C 3.80 -0.20 4.31
C 3.07 1.06 3.84
C 1.91 1.40 4.79
C 4.05 2.24 3.74
C 2.46 0.78 2.54
N 1.87 0.50 1.60
H 4.26 -0.01 5.28
H 4.59 -0.49 3.61
H 3.11 -1.04 4.41
H 2.30 1.54 5.80
H 1.17 0.60 4.81
H 1.42 2.33 4.49
H 4.42 2.48 4.73
H 3.56 3.13 3.33
H 4.90 1.99 3.10
C 4.57 2.56 -5.15
C 3.35 2.21 -4.29
C 2.63 3.51 -3.92
C 2.35 1.42 -5.16
Si 3.87 1.23 -2.72
Br 1.80 0.45 -1.97
C 4.58 2.31 -1.31
C 5.08 1.43 -0.15
C 3.51 3.23 -0.71
C 5.77 3.16 -1.79
C 4.86 -0.38 -3.08
C 4.25 -1.12 -4.28
C 4.80 -1.36 -1.89
C 6.32 -0.06 -3.41
H 4.25 3.19 -5.98
H 5.04 1.67 -5.58
H 5.34 3.11 -4.59
H 2.27 3.99 -4.83
H 3.28 4.23 -3.42
H 1.76 3.33 -3.29
H 2.13 2.00 -6.06
H 1.41 1.26 -4.63
H 2.73 0.45 -5.48
H 4.29 0.80 0.25
H 5.43 2.09 0.66
H 5.93 0.81 -0.43
H 2.70 2.65 -0.28
H 3.09 3.92 -1.44
H 3.96 3.83 0.08
H 6.57 2.55 -2.23
H 6.20 3.69 -0.93
H 5.48 3.91 -2.52
H 3.20 -1.36 -4.12
H 4.79 -2.06 -4.42
H 4.34 -0.55 -5.21
H 3.78 -1.67 -1.67
H 5.24 -0.95 -0.98
H 5.37 -2.26 -2.16
H 6.41 0.63 -4.25
H 6.83 -0.99 -3.69
H 6.87 0.36 -2.57

***

Record 3
A cluster of 2 separate species, C3H11NO2Si in total. Source: OMol25; level of theory: wB97M-V/def2-TZVPD.

Properties
HOMO-LUMO gap ... 0.2711 hartree
Highest occupied orbital energy ... -7.319 eV

Atoms and positions in Å:
C -2.10 0.58 -0.16
C -0.29 -2.43 -1.74
C 2.24 1.28 1.84
N -1.02 1.58 -0.06
O 0.05 -1.91 -0.50
O 1.62 1.51 0.64
Si 0.52 1.03 -0.42
H -1.82 0.01 -0.99
H -2.14 -0.13 0.75
H -3.03 1.00 -0.40
H 0.61 -2.35 -2.48
H -1.25 -1.90 -2.12
H -0.56 -3.54 -1.61
H 2.51 2.25 2.16
H 3.19 0.73 1.79
H 1.57 0.72 2.47
H -1.17 1.94 0.84
H 1.14 0.83 -1.66

***

Taking the records one at a time from the top gives ΔE to the lowest compared entry with this formula, charge and spin values of 9.3209; 0.8006; 6.4108 eV.
Taking the records one at a time from the top gives molecular weight values of 94.14; 931.10; 121.21 g mol⁻¹.